# 1
80
Properties=species:S:1:pos:R:3:forces:R:3 method="wB97M-V/def2-TZVPD" homo_ev="-7.037 / -6.893" multiplicity=2 e_tot_ev=-77203.109 relative_energy_kcal_mol=85.2 homo_lumo_gap_ev="6.85 / 6.72" lumo_ev="-0.19 / -0.17"
C -0.284859 2.290532 -3.772637 0.1 0.1 0.0
H -2.251570 3.542661 2.689819 0.1 0.1 0.0
H 0.452535 7.080325 -1.094757 0.0 0.0 0.0
H 5.202986 1.695685 -4.561859 0.0 0.0 0.0
O -0.727478 2.273062 2.435309 -0.4 0.1 0.3
N -1.583048 -1.532738 1.272187 -0.4 0.2 0.5
C 1.827525 1.256535 3.243643 0.1 0.0 0.2
H 3.470059 -3.713169 -1.626718 0.0 0.0 0.0
H 5.700677 1.459704 -0.519494 0.0 0.0 0.0
C -1.434402 5.518565 1.212753 0.0 0.0 0.1
N 5.748427 -0.243669 5.638296 0.0 0.0 0.0
H 2.329842 -1.502569 1.376690 0.0 -0.1 -0.2
C 3.716314 2.219251 -0.154129 0.0 0.1 0.1
P 2.592244 0.460839 -1.903816 0.1 0.2 0.1
C -0.295588 -3.745195 1.166211 -0.1 0.0 -0.3
H -1.350757 -3.899983 0.961464 0.0 0.0 0.0
H 1.177311 2.109991 3.359610 0.1 0.0 0.0
O 3.887506 0.238975 -2.742330 0.0 -0.1 0.0
C 0.533740 4.990542 -0.653359 -0.1 -0.1 0.0
Ir 0.176861 0.705207 0.815126 -0.1 -1.7 -0.8
C -4.932414 -1.424168 3.816221 0.0 0.0 0.0
C 5.109791 2.354289 -0.718431 -0.1 -0.1 0.0
O 3.071069 0.965436 -0.551588 0.1 0.1 0.0
C -3.842911 -1.498730 2.962460 0.0 0.0 0.0
H 5.591173 3.199761 -0.226133 0.0 0.0 0.0
C -5.731304 -0.287140 3.830669 0.0 0.0 0.0
H 1.768841 -3.775426 -0.244964 0.1 0.0 0.2
H 4.230657 1.201210 -5.954615 0.0 0.0 0.0
C 1.585090 0.331700 2.211738 0.2 0.5 -0.8
H -2.193668 5.722757 1.959892 0.0 0.0 0.0
C 2.878158 1.104073 4.131546 -0.1 0.0 0.0
C 3.377289 -2.663590 -1.892041 -0.1 0.0 -0.1
C 3.519501 -0.923677 3.018877 0.0 -0.1 0.0
C 0.236526 -2.506694 0.478976 0.0 -0.2 -0.3
C -2.304740 -0.423552 1.284383 -0.1 -0.7 -0.1
H 3.055892 3.028349 -0.447339 -0.2 0.0 0.0
C 0.234182 1.135500 -2.967424 -0.1 0.0 0.0
C 1.418024 -2.755371 -0.348414 0.0 -0.3 0.4
C 4.854076 -0.133371 4.922877 -0.1 0.0 -0.1
C 2.461477 -0.759652 2.137636 0.1 0.1 0.3
H -3.208823 -2.374721 2.939621 0.0 0.0 0.0
O 0.437944 2.692007 -0.179353 0.3 0.0 0.6
H -4.100802 1.520262 1.470427 0.0 0.0 0.0
C -0.924343 4.220643 1.100204 0.0 -0.1 -0.1
C 2.157344 -2.104359 -1.234960 0.0 0.2 0.1
C 0.056994 6.270566 -0.493944 0.0 0.0 0.0
C -4.348567 0.699790 2.131059 -0.1 0.0 0.0
H 5.102637 2.538318 -1.792716 0.0 0.0 0.0
H 0.259275 -4.631370 0.860370 0.0 0.0 0.0
O 1.685725 1.350019 -2.764739 -0.1 0.2 0.0
H -5.151772 -2.248448 4.483241 0.0 0.0 0.0
H 4.285753 -2.150679 -1.569544 0.0 0.0 0.0
Cl -1.562064 8.161022 0.609179 0.0 -0.1 0.0
C -3.541911 -0.432227 2.118941 0.1 0.0 0.0
H -0.235210 1.067494 -1.990848 0.0 0.0 0.1
H 4.180688 -1.777936 2.932745 0.0 0.0 0.0
C 4.214959 1.357412 -4.875260 0.0 0.0 0.1
H 0.128979 0.187581 -3.493317 0.0 0.0 0.0
H 3.483728 2.131284 -4.642776 0.0 0.0 0.0
N -0.371825 -1.367488 0.656865 0.5 0.7 0.6
H 1.300772 4.789476 -1.390007 0.0 0.0 -0.1
C 3.861389 0.060911 -4.188410 0.0 0.0 -0.1
O -2.018883 0.627206 0.644888 0.3 0.8 -0.4
H 3.042136 1.834667 4.913751 0.0 0.0 0.0
C -5.443164 0.771070 2.980430 0.0 0.0 0.0
C 0.037801 3.893703 0.103714 0.0 0.0 -0.1
H -6.577603 -0.227083 4.503564 0.0 0.0 0.0
H -1.351800 2.148611 -3.945167 0.0 0.0 0.0
H -0.145167 3.222391 -3.231004 0.0 0.1 0.1
H 3.319544 -2.593387 -2.981247 0.0 0.0 0.0
O 1.772237 -0.816550 -1.633671 0.0 -0.2 -0.4
H 0.218866 2.358394 -4.738296 0.0 0.0 0.0
C -0.950801 6.536195 0.431984 0.0 0.1 0.0
C -1.340349 3.274533 2.119890 0.0 0.1 0.1
H 4.597881 -0.712490 -4.392611 0.0 0.0 0.0
H -0.198360 -3.614802 2.246990 -0.1 0.0 0.0
H 3.722673 2.154479 0.930292 0.0 -0.1 0.0
H 2.880174 -0.303213 -4.495750 0.0 0.0 0.0
C 3.739936 0.013733 4.021207 0.2 0.0 0.1
H -6.067353 1.655861 2.983585 0.0 0.0 0.0

***

# 2
78
Properties=species:S:1:pos:R:3:forces:R:3 method="wB97M-V/def2-TZVPD" homo_ev=-1.175 e_tot_ev=-69004.954 relative_energy_kcal_mol=13.9 homo_lumo_gap_ev=5.02 lumo_ev=3.84 total_charge=-2
H -0.478824 1.400827 -1.055287 -0.1 0.1 0.0
H -3.495040 0.529732 -6.179897 0.0 0.0 0.0
C -1.594123 2.592494 0.376943 0.1 0.0 0.0
H -2.657640 2.725663 0.597906 0.0 0.0 0.0
H 1.988213 -1.350084 6.742300 0.0 0.0 0.0
C 3.449971 -0.274267 5.680746 -0.1 0.0 -0.2
C 0.623481 -3.439295 2.801339 -0.1 0.1 -0.1
S -1.223946 0.350053 -5.468088 0.0 0.0 -0.1
H -2.170393 1.628239 -1.453979 0.0 0.0 -0.1
C 0.637912 2.857316 1.745997 0.0 0.0 -0.1
H -2.949911 -1.161075 -6.209018 0.0 0.0 0.0
C 1.675529 1.815640 1.280414 -0.3 -0.1 0.0
C -0.913083 -3.423778 2.950865 0.0 0.1 -0.1
C 1.583711 -1.341724 3.301928 0.1 0.2 0.3
C -0.841266 2.431066 1.710845 0.1 -0.1 -0.1
H 1.072903 -3.794291 3.736672 0.0 0.0 0.1
Cs 0.740189 -1.118137 -0.151391 -0.3 -1.2 -1.0
H 0.778517 3.768232 1.149874 0.0 0.0 0.0
C -2.931923 -0.232543 -5.637791 -0.1 0.0 0.0
N -1.832399 -2.436244 0.829566 -0.1 -0.2 0.3
H 2.672580 2.211399 1.490377 0.1 0.0 0.0
H -6.134691 0.360515 -0.645283 0.0 0.0 0.0
N 1.395150 0.530392 1.878584 0.2 0.6 0.7
C -5.154182 -1.420432 2.094824 0.0 0.0 -0.1
C 4.469501 2.341668 -5.461290 0.0 0.0 0.0
C 5.596729 2.505884 -4.674374 0.0 0.0 0.1
H 0.627384 -2.135226 5.059854 0.0 0.0 0.0
C 2.278673 -1.038082 5.740830 0.0 0.0 -0.1
H 4.928355 0.810844 4.639127 0.0 0.0 0.0
C 5.652913 1.949803 -3.398000 -0.1 0.0 -0.1
C -5.394852 -0.108558 0.001034 0.0 0.0 0.1
H -1.262840 3.505298 -0.134546 0.0 0.0 0.0
C 3.962911 0.323819 4.516493 -0.1 0.0 0.0
H 6.529497 2.080244 -2.775639 0.0 0.0 0.0
H 4.567667 0.762334 -1.955804 0.0 0.0 0.0
O 2.461873 -0.348493 -2.029154 0.6 0.4 -0.9
C -3.493396 -0.465055 -4.242783 -0.1 0.1 -0.1
C -4.093162 0.075241 -0.406961 0.1 -0.1 0.2
H -5.703502 -1.733166 2.980839 0.0 0.0 0.0
S -2.303671 -1.474831 -3.351767 0.2 -0.1 0.0
H -3.632050 0.479886 -3.715153 0.0 0.0 0.0
H -6.983624 -0.646735 1.315628 0.0 0.0 0.0
H -1.198073 -4.395182 1.058164 0.0 0.0 0.0
H -1.373889 3.013847 2.467492 0.0 0.1 0.0
H -2.703212 -4.044743 1.901937 -0.1 0.0 0.0
C 3.421770 0.451566 3.259924 -0.2 -0.1 0.1
N 1.188101 0.219646 -3.892153 0.0 -0.2 0.3
C -0.917755 -0.554251 -3.966493 0.0 0.1 0.2
H -3.502869 -2.356801 2.963041 0.0 0.0 0.0
C 1.454738 -1.513233 4.740475 0.2 0.1 -0.2
H -4.442199 -1.001525 -4.263244 0.0 0.0 0.0
C -2.853509 -0.373790 0.200134 -0.3 -0.2 0.0
C -2.826532 -1.645818 1.043966 -0.3 0.2 0.0
C -1.718200 -3.632741 1.649639 0.1 0.2 0.0
H 0.874359 -4.177843 2.029355 0.0 0.0 0.0
H 1.604159 0.993270 -5.232180 0.0 0.0 0.0
C 3.366963 1.622194 -4.986526 -0.2 0.0 -0.1
C -1.489406 1.423499 -0.620050 0.1 0.0 0.1
H -1.207338 -2.471238 3.402996 0.0 0.0 0.0
H 0.894033 3.117318 2.778020 0.0 0.0 0.0
C -3.831186 -1.805448 2.090538 0.0 0.1 -0.3
C 3.417815 1.044226 -3.704240 0.0 0.0 0.0
N 1.184446 -2.162643 2.392482 0.0 -0.4 0.8
H -3.956248 0.689703 -1.289636 0.0 0.0 0.0
H -0.909656 1.389211 2.029904 0.0 0.0 0.0
H 4.001159 -0.128051 6.602237 0.0 0.0 0.0
C 4.564121 1.224396 -2.936116 0.0 0.0 0.0
H 3.997618 1.023588 2.542683 0.0 0.0 0.0
C -5.918260 -0.734571 1.140291 0.2 0.0 0.0
N 0.167163 -0.513189 -3.325371 0.1 -0.1 -0.1
C 2.290800 0.224793 -3.116289 0.1 0.1 -0.2
H -1.196014 -4.214901 3.654824 0.0 0.0 0.0
O 2.288940 1.506389 -5.781403 0.2 0.1 0.0
H 1.604070 1.701747 0.186702 0.0 0.0 0.1
C 2.127536 -0.014274 2.782107 0.1 0.0 0.2
H 4.406599 2.770881 -6.454524 0.0 0.0 0.0
N -1.696663 0.154361 0.032556 -0.4 0.4 0.1
H 6.437481 3.075036 -5.058018 0.0 0.0 0.0

***

# 3
73
Properties=species:S:1:pos:R:3:forces:R:3 method="wB97M-V/def2-TZVPD" homo_ev=-8.306 e_tot_ev=-45592.939 homo_lumo_gap_ev=8.96 lumo_ev=0.65
H 0.893846 5.638539 -1.082554 0.1 0.0 0.1
H -2.102049 -3.649363 -0.398880 0.0 0.0 0.0
O 1.335544 -2.903766 -0.223635 0.4 -0.2 0.0
H 0.005128 2.118730 5.805112 0.0 0.0 0.0
H 3.012070 0.419328 -0.296396 0.0 0.0 0.0
H 0.001273 -1.265159 -2.322998 0.0 0.2 -0.1
C -0.615644 -0.328570 2.478779 -0.2 0.0 -0.1
C -0.814422 1.953426 3.204059 -0.2 -0.1 -0.2
C 2.657971 -1.704446 -2.886830 0.1 0.0 0.0
H 1.661582 4.055361 -1.033731 0.0 0.1 0.1
C -2.496018 -0.756233 -0.820715 -0.2 -0.1 0.0
H -1.238703 4.554103 -1.817491 0.0 0.0 0.0
H -2.550300 -1.796841 1.007330 0.2 0.0 -0.2
H -3.550319 -4.202021 1.426727 -0.1 0.0 -0.1
H 0.443700 5.333101 -3.535832 -0.1 0.0 -0.1
H 2.718294 1.623878 -2.341023 0.0 0.1 0.1
C 2.560753 -0.495113 -0.682575 -0.2 -0.1 0.2
C -0.339729 -4.108392 2.482252 -0.1 -0.1 0.0
N 0.248307 0.315717 -1.016285 0.1 -0.4 0.3
H 0.426124 3.828988 5.545770 0.0 -0.1 0.0
C 2.740097 -0.504677 -4.963901 0.0 0.0 -0.1
C -2.903643 -4.629396 3.413945 0.1 -0.1 0.3
N -0.740356 -2.167560 0.165074 -0.2 -0.3 0.1
C -0.295478 0.674523 3.376268 0.1 0.2 0.2
H 3.074213 -1.359337 -0.260881 0.0 0.1 0.0
C -0.531239 2.529624 -1.683996 0.0 0.4 0.2
H -3.576840 -0.776888 -0.777509 -0.1 0.1 -0.1
F -1.997428 -5.061687 5.542508 0.0 0.0 -0.1
C -0.467721 4.000687 -1.275359 0.2 -0.1 0.1
C -0.523164 -4.463027 3.804929 -0.1 0.0 0.2
H -3.890224 -4.838918 3.795763 -0.1 0.0 0.1
C 0.572697 -1.959354 -0.096717 0.0 0.3 0.0
H 0.653169 -3.914056 2.105369 0.1 0.0 0.0
C 0.272124 1.648860 -0.746770 -0.2 0.0 -0.3
C 0.351385 2.852610 5.069624 0.1 0.0 0.2
C 2.657974 -0.508051 -2.179790 0.2 0.0 0.1
H 2.700202 -2.638627 -4.809537 0.0 -0.1 0.0
H 1.341855 3.814022 -3.494633 0.0 -0.1 -0.1
C 2.747433 0.691945 -4.267306 0.0 0.1 -0.1
C 1.228254 4.784663 -3.017117 0.0 0.0 0.2
H 0.308326 -4.547897 4.486497 0.1 0.0 0.1
H -0.399089 -4.159227 -0.255254 -0.3 0.1 0.0
C 2.707585 0.689195 -2.884069 0.0 -0.1 0.0
H 2.789516 1.629350 -4.804258 0.0 0.1 0.0
C -1.424382 -4.005937 1.616451 -0.1 0.0 -0.1
H 1.335242 2.556946 4.692951 0.0 0.0 0.0
C -1.431139 -0.080511 1.384093 0.0 -0.1 0.2
C 1.090606 -0.529974 -0.194405 0.6 0.2 0.1
C 2.698625 -1.702477 -4.269952 0.0 0.0 -0.1
H -0.221981 0.312932 -3.057337 0.0 -0.1 0.1
H -2.084448 3.182422 2.015427 0.0 0.1 0.0
H -0.217093 -1.321730 2.634749 0.1 -0.1 0.0
H -2.521085 -0.133225 -2.803828 -0.2 0.0 -0.1
O 0.905590 2.083676 0.196198 0.2 0.2 0.2
C -0.424545 -0.270896 -2.154322 -0.2 0.1 -0.2
C -2.701809 -4.268163 2.092926 0.2 0.0 0.0
H 1.075703 -0.100828 0.816053 0.0 -0.1 -0.2
H 2.772798 -0.503507 -6.043748 0.0 0.0 -0.1
H -1.567094 2.184593 -1.679954 0.0 -0.1 -0.1
C -1.971698 1.190761 1.235016 0.0 -0.1 0.2
H -0.147221 2.408437 -2.698702 -0.1 -0.1 -0.1
C -1.908813 -0.384806 -1.948549 -0.1 -0.1 -0.1
C -1.808171 -4.716400 4.251768 -0.1 0.0 -0.1
C -1.672117 2.192905 2.130685 0.1 0.1 0.2
H 2.162741 5.327476 -3.140793 0.1 0.0 -0.1
H 2.620416 -2.636553 -2.342553 0.0 -0.1 0.1
C 0.894583 4.644827 -1.535965 -0.1 0.0 -0.1
C -1.807601 -1.210115 0.445898 -0.1 0.3 0.0
H -2.635285 1.399306 0.409545 0.0 0.1 -0.1
H -0.682874 4.066301 -0.207627 -0.1 0.0 0.0
C -1.190668 -3.557984 0.198935 0.2 -0.3 -0.1
H 0.357987 0.444050 4.202575 0.1 0.0 0.1
O -0.573323 3.010430 4.020499 -0.1 0.1 -0.2